1.
74
Properties=species:S:1:pos:R:3:mulliken_charge:R:1 method="wB97M-V/def2-TZVPD" total_energy_ev=-91835.10051 largest_force_ev_per_a=0.24 e_above_lowest_kj_mol=0.0 lumo_ha=-0.324 charge=+2 homo_energy_ha=-0.4696
Pd 1.4211 -1.3454 0.1263 -1.070
S -2.8365 4.4311 0.1068 -0.075
S 1.9073 -3.6591 0.0251 -0.323
S 3.6005 -1.0193 0.9761 -0.338
P -0.7601 -1.2340 -0.5495 1.214
P 0.6213 0.7613 0.4233 1.176
N -0.9306 0.3781 -0.0883 0.037
C -0.4097 0.9366 4.3336 -0.828
C 0.9267 3.4275 -0.2152 -0.177
C 2.6613 2.8890 -2.3381 -0.802
C 2.1728 1.8454 -1.5683 -0.668
C 1.3084 2.1149 -0.5065 0.764
C 0.5765 1.7560 4.8695 -0.622
C -3.8069 -3.6285 1.8450 -0.503
C -2.4977 1.9995 -1.2265 -0.058
C -2.5066 -3.4891 2.3142 -0.889
C 4.1421 -2.5566 1.2124 1.106
C 3.9794 -5.0519 0.9420 -0.788
C -1.5020 -2.8368 -4.1902 -0.753
C -1.2395 -1.7733 -5.0456 -0.601
C -3.2544 -2.3744 -0.1299 -0.140
C -4.1809 -3.0717 0.6293 -0.882
C -3.5236 3.0798 -0.8850 -1.128
C -0.8548 -0.5397 -4.5347 -0.909
C -0.7375 -0.3624 -3.1658 -0.473
C 5.9196 -3.9997 1.9787 -0.490
C -1.9455 -2.2345 0.3368 0.790
C -2.1386 5.4364 -1.2187 -0.856
C 5.4176 -2.7571 1.8417 -0.864
C 2.2839 4.1933 -2.0479 -0.576
C -0.4109 0.6502 2.9791 -0.445
C -2.1398 1.2106 0.0256 -0.934
C 1.5675 2.0179 2.6959 -0.632
C 0.5740 1.1992 2.1562 1.131
C -1.0255 -1.4200 -2.3060 1.144
C 1.5639 2.2929 4.0545 -0.757
C 3.3804 -3.7582 0.7561 1.087
C 5.1912 -5.1640 1.5194 -0.506
C -1.3925 -2.6660 -2.8202 -0.777
C 1.4195 4.4624 -0.9927 -0.916
C -1.5760 -2.7907 1.5634 -0.624
H -1.9711 1.9079 0.8502 0.501
H 5.9583 -1.8855 2.1842 0.486
H -3.9616 3.5039 -1.7879 0.528
H 2.3261 2.4564 2.0588 0.483
H 6.8872 -4.1442 2.4410 0.415
H -1.7955 -3.7975 -4.5911 0.457
H 2.6698 5.0087 -2.6455 0.445
H -1.5973 2.4672 -1.6363 0.128
H 5.6368 -6.1404 1.6569 0.413
H -2.2213 -3.9283 3.2605 0.469
H -4.3470 2.6574 -0.3050 0.420
H -5.1953 -3.1825 0.2705 0.451
H 2.3243 2.9374 4.4747 0.468
H -0.4274 0.5970 -2.7696 0.317
H -1.1828 0.5296 4.9716 0.481
H -1.3330 -1.9081 -6.1148 0.429
H -2.9666 0.5586 0.3221 0.487
H 3.3376 2.6877 -3.1578 0.487
H 0.5706 1.9826 5.9274 0.424
H 1.1341 5.4823 -0.7729 0.541
H -1.6656 6.2983 -0.7508 0.339
H 3.4273 -5.9200 0.6089 0.486
H -0.5600 -2.6765 1.9280 0.314
H -4.5329 -4.1769 2.4304 0.432
H 0.2456 3.6390 0.6018 0.565
H 2.4633 0.8237 -1.7899 0.362
H -1.3885 4.8912 -1.7918 0.224
H -1.5996 -3.4966 -2.1568 0.483
H -2.9263 5.7916 -1.8806 0.357
H -1.1845 0.0159 2.5613 0.292
H -2.8963 1.3326 -1.9953 0.274
H -3.5476 -1.9464 -1.0803 0.512
H -0.6465 0.2845 -5.2037 0.478

=====

2.
84
Properties=species:S:1:pos:R:3:mulliken_charge:R:1 method="wB97M-V/def2-TZVPD" spin_multiplicity=2 total_energy_ev=-96633.07744 largest_force_ev_per_a=0.99 lumo_ha="-0.253 / -0.298" charge=+2 homo_energy_ha="-0.4865 / -0.4862"
Co 0.5764 -0.5000 0.5944 -0.583
O -2.7976 2.8826 -2.2611 -0.509
O -3.8162 -0.4395 -2.3634 -0.277
O -3.4820 1.7032 1.2029 -0.126
N 3.0420 -0.1493 1.9818 0.157
N 1.1622 -2.1731 1.3309 -0.271
N 2.4736 -2.4909 1.4577 0.567
N 4.9408 -1.6279 1.2550 0.306
N 3.1517 -0.9881 -0.3767 0.565
N 1.8165 0.3901 1.8050 0.723
N 5.7357 -0.5514 0.9592 -1.044
N -0.8474 0.8539 1.1651 0.125
N -2.0663 0.7159 -0.8668 1.002
N -0.6306 2.4896 -0.4232 0.391
N 1.9364 -0.5174 -0.7186 0.434
C 6.9727 -0.9857 1.1090 -0.534
C 3.9172 -1.0694 -1.4687 0.179
C 2.5667 -3.7586 1.8790 0.314
C -3.3645 4.0385 -1.6023 -0.843
C 1.2952 -4.2827 2.0302 -1.739
C -1.8587 -0.5839 -1.1189 0.772
C -1.4944 3.0639 -2.6739 0.539
C 2.8449 1.4756 3.4632 -1.493
C -2.5815 -2.5048 -2.4819 -0.646
C 1.1205 3.4510 -3.5367 -0.840
C 1.9235 -0.3441 -2.0444 -0.369
C -1.4499 -3.1469 -2.0458 -1.329
C 0.4452 -3.2511 1.6620 -0.021
C -3.1407 0.7089 2.0788 0.584
C 7.0169 -2.3399 1.5076 -0.701
C 3.6815 0.4919 2.9677 0.127
C -1.8092 0.2837 2.0537 0.486
C -1.2415 3.3828 -3.9974 -0.567
C 0.0623 3.5735 -4.4299 -0.626
C 1.6824 1.3673 2.7060 -0.019
C 0.8728 3.1087 -2.2189 -0.446
C -0.4329 2.8976 -1.7927 0.142
C -3.5859 -0.8148 3.8902 -0.955
C -1.3770 -0.6405 2.9967 -0.335
C -2.2585 -1.2021 3.9076 -1.097
C -4.8086 -0.9367 -3.2974 -1.002
C 3.1700 -0.6628 -2.5647 -1.660
C -0.5285 -2.5373 -1.1341 0.383
C -4.7521 2.3268 1.4217 -1.091
C 5.7090 -2.7113 1.5854 -0.092
C -1.2028 1.3807 0.0041 -2.420
C -0.7142 -1.2868 -0.6248 -0.512
C -2.8097 -1.2092 -2.0295 0.866
C -4.0229 0.1487 2.9878 -0.635
B 3.4743 -1.3456 1.1061 0.385
H -4.7753 3.2075 0.7901 0.252
H 1.0387 0.0187 -2.5456 0.685
H 1.6923 2.9953 -1.5153 0.485
H -5.0582 0.4611 3.0021 0.550
H 0.2513 3.8350 -5.4626 0.456
H -0.3235 -0.8921 3.0319 0.606
H -4.2888 -1.2405 4.5946 0.424
H -2.9348 4.1684 -0.6085 0.290
H -1.2456 -4.1493 -2.4026 0.476
H 0.3472 -3.1065 -0.8511 0.511
H -5.5269 -0.1356 -3.4130 0.259
H 4.9397 -1.4052 -1.4056 0.466
H 0.7642 1.9287 2.7722 0.492
H -2.7035 1.2778 -1.4448 0.765
H 3.5152 -4.2276 2.0664 0.327
H 7.8837 -2.9518 1.6969 0.453
H -4.8589 2.6277 2.4635 0.416
H -2.0830 3.5041 -4.6679 0.519
H -3.2659 -2.9876 -3.1626 0.576
H 7.7981 -0.3109 0.9320 0.483
H 3.0513 2.1715 4.2588 0.460
H -5.2926 -1.8202 -2.8870 0.402
H -0.6333 -3.2181 1.6427 0.664
H -1.9056 -1.9223 4.6343 0.486
H 3.4916 -0.6045 -3.5911 0.474
H 1.0286 -5.2707 2.3666 0.500
H -5.5646 1.6547 1.1439 0.380
H -0.0307 2.9229 0.2699 0.485
H 4.6835 0.2170 3.2541 0.485
H -3.1838 4.9292 -2.2021 0.464
H -4.4330 3.8604 -1.5317 0.244
H 5.3023 -3.6706 1.8515 0.305
H 2.1383 3.6131 -3.8662 0.474
H -4.3351 -1.1622 -4.2510 0.419

=====

3.
82
Properties=species:S:1:pos:R:3:mulliken_charge:R:1 method="wB97M-V/def2-TZVPD" spin_multiplicity=5 total_energy_ev=-90486.26573 largest_force_ev_per_a=3.13 e_above_lowest_kj_mol=21.8 lumo_ha="-0.088 / -0.003" charge=0 homo_energy_ha="-0.3044 / -0.3043"
Mn -0.3796 -0.4941 0.0902 1.850
F -1.0603 -3.3267 1.0334 -0.190
F -2.7275 -2.3682 -0.0352 -0.239
F -2.2774 -1.8733 2.0468 -0.195
O 0.9469 -2.3050 -3.5383 -0.657
O 0.3437 -1.5738 -1.4765 -0.367
N -1.7820 0.8507 -0.4682 -0.249
N 3.1120 -1.5679 -0.1614 -0.351
N 0.6443 2.1983 0.6903 -0.067
N -1.9160 1.6311 0.7339 1.450
N -0.3637 0.9494 2.6670 1.502
N 0.8545 1.4146 -0.4453 0.537
N 0.2659 -0.2173 2.2713 -1.038
C 3.6897 2.3869 -4.4286 -0.811
C -3.9135 1.5202 -0.2627 -1.227
C -3.7470 -0.7520 -4.9485 -0.599
C -2.4925 -0.8775 -4.3895 -1.080
C 1.5980 4.1319 1.9144 -1.458
C -3.2240 1.9967 0.8469 0.469
C 1.9540 -3.3785 -1.5517 -0.336
C -2.2286 -0.5000 -3.0620 1.154
C 0.9979 -2.3965 -2.2863 -0.120
C 3.1307 1.3899 -5.2373 -0.511
C -4.7158 -0.0687 -4.2128 -0.525
C 2.1190 1.8604 -2.6179 0.452
C -0.8100 0.9185 3.9391 0.712
C 3.1356 2.6329 -3.2024 -0.702
C -2.9904 0.7669 -1.0533 0.560
C 0.2286 -1.0373 3.4142 0.026
C -1.4346 2.0800 4.6624 -1.504
C 1.9114 -5.0176 3.7457 -0.690
C -4.3834 0.4932 -2.9995 -1.120
C 1.8229 2.0312 -1.1677 0.376
C 0.9252 -2.2898 3.5352 0.953
C -3.6994 2.8926 1.9696 -1.269
C 2.0089 0.6872 -4.7958 -0.549
C 0.6188 -3.1050 4.6628 -0.744
C -0.4750 -0.3460 4.4397 -1.030
C 1.1572 -4.3741 4.8059 -0.519
C -3.1530 0.2131 -2.3767 0.643
C 1.4597 3.2559 0.7139 0.269
C 3.2680 -2.6847 -1.1532 -0.715
C 1.7302 -2.8826 2.5408 0.079
C -1.6906 -2.1527 0.8754 0.250
C 2.1807 3.2227 -0.4978 -1.108
C 1.4635 0.9864 -3.5247 0.476
C 2.1756 -4.2243 2.6413 -0.594
B -0.6882 2.0509 1.5605 -0.891
H -5.7165 0.1257 -4.6458 0.334
H 1.4865 -0.0711 -5.3701 0.415
H -1.6563 2.9027 3.9628 0.213
H 2.1782 -4.2241 -2.2379 0.371
H 0.5458 0.4700 -3.1938 0.227
H 2.8616 4.0258 -0.7945 0.377
H 2.5134 4.7026 1.8503 0.423
H -0.8407 -0.7035 5.3945 0.370
H 0.0174 -2.6875 5.5352 0.079
H -1.7091 -1.3760 -4.9195 0.536
H 4.4584 2.9465 -4.8500 0.468
H -3.9966 -1.0161 -5.9412 0.443
H 0.7292 4.8010 1.9968 0.247
H 3.9640 -3.4276 -0.6774 0.402
H -4.9872 1.6615 -0.3852 0.411
H -2.3756 1.6986 5.1272 0.374
H -1.2784 -0.7471 -2.5849 -0.195
H 2.2246 -6.0368 3.8408 0.446
H 4.0413 -1.2567 0.0277 0.228
H 1.6482 3.5196 2.8548 0.209
H 3.6255 1.0662 -6.1471 0.369
H 3.8106 -2.2309 -2.0406 0.376
H -4.7026 3.1935 1.8365 0.467
H 1.9803 -2.3919 1.6195 0.610
H -0.8143 2.3955 5.5145 0.356
H 1.0140 -4.8692 5.7630 0.370
H 3.4125 3.5204 -2.6312 0.201
H -3.6071 2.3632 2.9348 0.124
H -0.9485 3.1953 2.0556 -0.207
H 2.6773 -4.5720 1.7363 0.297
H 1.5006 -3.7871 -0.6102 0.029
H -5.1026 1.0414 -2.3975 0.244
H 2.4885 -0.8087 -0.5259 -0.172
H -3.0328 3.8286 1.9951 0.258